(1)
2 unconnected molecules or ions with the total composition C5H13N3O in a non-equilibrium geometry. Source: the Open Molecules 2025 dataset; level of theory: wB97M-V/def2-TZVPD.

Geometry as XYZ:
```
22
Properties=species:S:1:pos:R:3:forces:R:3
C 0.389228 0.530521 -1.223250 0.388 -0.035 -0.458
C 1.489154 1.306627 -1.953783 -0.388 -0.108 0.000
C 1.043128 -0.308509 -0.159080 0.074 0.180 -0.254
C 1.389575 -1.569962 -0.329246 0.188 -0.056 0.107
O -0.525395 1.484916 -0.735705 -0.023 0.219 0.113
H -1.113531 1.078105 -0.069986 0.018 0.021 -0.221
H -0.116945 -0.134544 -1.947544 0.149 0.041 0.133
H 1.287236 0.218061 0.754133 0.047 0.041 0.163
H 1.038423 1.950885 -2.703939 -0.024 0.087 -0.098
H 2.183332 0.621081 -2.432005 0.075 -0.045 -0.034
H 2.027573 1.928803 -1.243909 0.091 0.066 0.082
H 1.902612 -2.129826 0.435886 0.116 -0.036 0.120
H 1.166231 -2.098957 -1.242196 -0.105 -0.079 -0.229
C -1.017517 0.739740 2.497473 0.126 0.033 0.438
N -1.783338 -1.663454 0.111258 -0.485 -0.071 -0.292
N -1.257483 -1.073703 1.157278 -0.405 1.180 1.101
N -1.616304 0.122945 1.346110 -0.077 -1.631 -0.957
H -2.396565 -1.169461 -0.526348 0.090 0.081 0.114
H -1.443023 -2.582837 -0.100936 0.061 0.105 0.054
H -0.302051 0.078910 2.992650 0.011 0.045 -0.005
H -1.812863 1.005352 3.196313 0.057 0.041 0.039
H -0.531478 1.665306 2.176825 0.018 -0.077 0.082
```
Forces are in eV/Å.

Spin multiplicity: 1
Orbital gap in eV: 10.216
Lowest unoccupied orbital energy in eV: 0.96
HOMO in eV: -9.3
ΔE to the lowest compared entry with this formula, charge and spin in eV: 3.511
SMILES string: C=C[C@H](C)O.C/N=N/N

---

(2)
4 unconnected molecules or ions with the total composition C3H15NO3 in a non-equilibrium geometry. Source: the Open Molecules 2025 dataset; level of theory: wB97M-V/def2-TZVPD.

Geometry as XYZ:
```
22
Properties=species:S:1:pos:R:3:forces:R:3
C 0.496479 0.606848 2.612537 -0.503 0.638 -0.117
C 1.566070 -0.279552 2.026912 0.189 -0.644 -0.240
N 1.279078 -0.673909 0.626405 0.138 0.100 0.378
C 1.707248 -2.024065 0.244242 1.371 0.145 1.885
H 0.790134 1.008066 3.582645 0.149 0.050 -0.024
H -0.502154 0.183157 2.749584 0.240 -0.484 -0.147
H 0.343821 1.436536 1.916709 0.062 0.154 0.163
H 1.695937 -1.215337 2.570295 -0.091 0.098 0.345
H 2.518624 0.259280 2.100040 0.031 -0.098 -0.039
H 1.803564 -0.045287 0.040078 -0.413 0.392 -0.271
H 0.956972 -2.517679 -0.356418 0.303 -0.194 -0.436
H 2.762160 -2.022388 -0.072419 -0.500 0.009 -1.231
H 1.936253 -2.599633 1.158093 -1.037 -0.142 -0.046
H -0.769702 1.357582 -1.325825 -0.629 -0.499 0.487
H 0.419793 2.094799 -1.689443 0.544 0.436 -0.020
O -0.125562 1.938358 -0.917461 0.101 0.029 -0.399
H -4.064490 2.535441 -5.343868 -0.137 -0.547 -0.139
H -4.497683 1.200000 -4.753181 -0.171 -0.341 0.665
O -4.284906 1.616931 -5.577506 0.311 0.888 -0.519
H -1.841379 -1.591482 0.139542 0.330 0.801 -0.186
H -0.681593 -0.555885 0.397870 -0.312 -0.291 -0.662
O -1.508671 -0.711778 -0.128838 0.022 -0.500 0.553
```
Forces are in eV/Å.

Spin multiplicity: 1
Orbital gap in eV: 9.913
Lowest unoccupied orbital energy in eV: 0.64
HOMO in eV: -9.3
ΔE to the lowest compared entry with this formula, charge and spin in eV: 1.368
SMILES string: CCNC.O.O.O